[1]
{
  "formula": "C5H7N3",
  "method": "ωB97M-V/def2-TZVPD",
  "homo_lumo_gap_ev": 10.01,
  "e_lumo_ev": 0.71,
  "smiles": "NC1[C@H]2C=NN=C[C@H]12",
  "spin_multiplicity": 1,
  "symbols": ["N", "C", "C", "C", "N", "N", "C", "C", "H", "H", "H", "H", "H", "H", "H"],
  "xyz": [[2.6437, 0.0838, -0.4873], [1.5989, -0.3156, 0.4297], [0.2961, -0.7899, -0.1911], [-1.0817, -1.3263, -0.0835], [-2.0536, -0.4865, -0.0973], [-1.7797, 0.9024, -0.2551], [-0.6541, 1.4133, 0.0762], [0.2384, 0.4115, 0.6984], [2.3359, 0.8727, -1.0755], [3.4654, 0.3938, -0.0081], [2.0144, -0.9205, 1.2703], [0.3618, -0.3654, -1.2215], [-1.4468, -2.3181, -0.1393], [-0.5243, 2.4462, -0.1130], [-0.2647, 0.0359, 1.5865]],
  "atomic_forces_ev_per_a": [[-1.285, 0.517, -0.365], [-0.558, -0.757, 1.120], [-0.304, 1.039, -2.011], [0.087, 0.266, -0.242], [0.209, 1.079, 0.327], [-0.796, -0.091, -0.688], [-0.119, -2.017, 0.319], [1.764, 0.293, 0.469], [0.170, -0.648, 0.315], [0.325, 0.081, 0.442], [-0.472, 0.815, -0.566], [-0.030, -0.610, 0.198], [0.200, -1.227, 0.077], [0.279, 0.973, 0.013], [0.528, 0.287, 0.591]]
}

[2]
{
  "formula": "C35H33Cl2N2O5SSiTa",
  "method": "ωB97M-V/def2-TZVPD",
  "homo_lumo_gap_ev": 6.99,
  "e_lumo_ev": -7.01,
  "total_charge": 2,
  "spin_multiplicity": 1,
  "symbols": ["Ta", "Cl", "C", "C", "C", "Cl", "C", "O", "C", "C", "O", "C", "H", "H", "H", "C", "C", "C", "C", "C", "C", "C", "S", "O", "O", "N", "C", "C", "C", "C", "C", "N", "H", "H", "H", "H", "H", "H", "H", "H", "H", "H", "H", "C", "C", "C", "C", "Si", "O", "C", "C", "C", "C", "C", "C", "C", "C", "C", "C", "C", "C", "H", "H", "H", "H", "H", "H", "H", "H", "H", "H", "H", "H", "H", "H", "H", "H", "H", "H", "H"],
  "xyz": [[0.2926, -0.0999, 1.9697], [4.4469, 0.1743, 8.1861], [3.3144, 0.1411, 6.8950], [1.9478, 0.1590, 7.1825], [1.0006, 0.1375, 6.1692], [-0.6790, 0.1591, 6.5353], [1.4385, 0.0991, 4.8617], [0.5794, 0.0595, 3.8227], [2.7989, 0.0703, 4.5653], [3.2324, -0.0165, 3.1995], [2.4968, -0.0449, 2.1866], [3.7514, 0.0924, 5.5904], [1.6199, 0.1876, 8.2137], [4.3097, -0.0566, 3.0165], [4.8101, 0.0690, 5.3629], [-2.3157, -3.1073, -4.1331], [-2.0997, -2.9428, -2.6547], [-0.8368, -3.1518, -2.1016], [-0.6139, -3.0029, -0.7460], [-1.6903, -2.6308, 0.0556], [-2.9713, -2.4277, -0.4572], [-3.1603, -2.5936, -1.8131], [-1.4335, -2.2851, 1.7200], [0.1077, -2.1373, 1.8938], [-2.0897, -3.1487, 2.6200], [-1.6335, -0.7277, 1.9466], [-2.3883, 0.4163, 2.2271], [-3.7318, 0.6270, 2.3696], [-4.1086, 1.9479, 2.6016], [-3.1576, 2.9611, 2.6691], [-1.8216, 2.6464, 2.5166], [-1.4493, 1.3803, 2.3057], [-1.4726, -2.7081, -4.6975], [-3.2249, -2.6072, -4.4628], [-2.4051, -4.1668, -4.3841], [-0.0049, -3.4201, -2.7430], [0.3748, -3.1515, -0.3350], [-3.8028, -2.1431, 0.1775], [-4.1445, -2.4322, -2.2355], [-4.4434, -0.1846, 2.3159], [-5.1569, 2.1868, 2.7274], [-3.4455, 3.9875, 2.8427], [-1.0408, 3.3931, 2.5667], [0.8222, 3.3713, -0.6781], [1.6603, 2.3328, -1.4373], [3.0285, 2.1735, -0.7638], [1.8555, 2.7975, -2.8887], [0.7642, 0.7145, -1.4760], [0.4989, 0.3070, 0.2221], [1.7667, -0.7015, -2.1026], [2.4982, -1.5340, -1.2490], [3.2457, -2.5959, -1.7415], [3.2843, -2.8407, -3.1080], [2.5815, -2.0175, -3.9767], [1.8307, -0.9616, -3.4770], [-0.9383, 0.8630, -2.1816], [-1.1427, 0.9359, -3.5665], [-2.4133, 1.1039, -4.0994], [-3.5122, 1.2137, -3.2562], [-3.3328, 1.1574, -1.8813], [-2.0595, 0.9818, -1.3547], [1.3402, 4.3351, -0.6706], [0.6631, 3.0935, 0.3706], [-0.1600, 3.5256, -1.1320], [3.5465, 3.1375, -0.7504], [3.6661, 1.4630, -1.2945], [2.9525, 1.8347, 0.2743], [2.3917, 3.7507, -2.9009], [0.9050, 2.9553, -3.4045], [2.4500, 2.0862, -3.4702], [2.5080, -1.3613, -0.1773], [3.8058, -3.2283, -1.0643], [3.8683, -3.6654, -3.4959], [2.6197, -2.1957, -5.0436], [1.2916, -0.3410, -4.1810], [-0.3070, 0.8776, -4.2518], [-2.5434, 1.1629, -5.1724], [-4.5018, 1.3558, -3.6717], [-4.1862, 1.2563, -1.2203], [-1.9475, 0.9483, -0.2767]],
  "atomic_forces_ev_per_a": [[0.010, 0.107, 0.125], [-0.048, -0.002, -0.033], [0.082, 0.000, 0.090], [-0.047, -0.004, 0.035], [-0.050, 0.064, 0.404], [0.106, -0.001, -0.096], [-0.591, -0.006, -0.788], [0.153, 0.305, 1.586], [0.477, -0.083, -0.468], [0.016, 0.054, 0.297], [-0.478, -0.207, -0.293], [0.107, 0.006, 0.065], [0.005, 0.003, -0.011], [0.016, 0.009, 0.008], [-0.028, 0.000, 0.010], [0.008, 0.008, 0.072], [-0.030, -0.013, -0.106], [0.038, -0.025, -0.047], [-0.129, 0.109, -0.033], [0.080, -0.014, -0.225], [0.072, -0.088, -0.021], [-0.020, 0.033, -0.076], [0.170, -0.088, 0.196], [-0.194, 0.054, -0.192], [-0.034, -0.046, 0.078], [-0.695, 0.161, 0.260], [0.445, -0.576, -0.275], [-0.185, 0.190, 0.089], [-0.030, -0.027, -0.001], [0.003, 0.011, 0.001], [0.076, 0.004, 0.046], [0.280, -0.301, -0.213], [-0.001, -0.006, 0.025], [0.011, -0.006, 0.018], [-0.001, 0.018, 0.017], [-0.026, -0.001, 0.014], [-0.049, -0.002, 0.012], [0.043, -0.023, 0.025], [0.025, -0.010, 0.009], [0.005, 0.024, -0.007], [0.015, 0.003, 0.000], [-0.018, -0.015, -0.001], [-0.005, 0.002, -0.011], [-0.002, 0.103, -0.004], [0.118, 0.307, 0.137], [0.103, 0.041, -0.001], [0.044, 0.045, -0.092], [-0.062, -0.219, 0.623], [0.443, 0.550, -1.030], [0.115, -0.241, -0.174], [0.084, -0.043, 0.006], [-0.044, 0.046, -0.040], [-0.005, -0.012, -0.008], [-0.016, 0.019, 0.037], [0.048, -0.075, 0.023], [-0.269, -0.038, -0.100], [-0.092, -0.007, 0.053], [-0.001, -0.002, 0.068], [0.022, -0.004, -0.013], [0.050, -0.023, -0.018], [-0.062, -0.005, -0.043], [-0.017, -0.028, -0.028], [0.038, -0.064, 0.010], [0.034, -0.019, -0.028], [-0.010, -0.034, -0.016], [-0.031, 0.016, -0.016], [-0.073, -0.003, -0.014], [-0.005, -0.025, 0.007], [0.013, -0.002, 0.045], [-0.019, 0.015, 0.043], [-0.047, 0.055, -0.015], [-0.012, 0.015, 0.003], [-0.007, 0.015, 0.011], [0.000, 0.006, 0.012], [0.024, -0.013, 0.005], [-0.018, 0.017, 0.000], [-0.003, -0.004, 0.019], [0.021, -0.004, 0.012], [0.016, -0.002, -0.009], [0.036, 0.000, -0.051]]
}

[3]
{
  "formula": "C4H6O2",
  "method": "ωB97M-V/def2-TZVPD",
  "homo_lumo_gap_ev": 10.57,
  "e_lumo_ev": 0.70,
  "smiles": "O=C1CC(O)C1",
  "spin_multiplicity": 1,
  "symbols": ["O", "C", "C", "C", "O", "C", "H", "H", "H", "H", "H", "H"],
  "xyz": [[-1.7302, 1.7019, -0.3309], [-0.9381, 0.8539, 0.0760], [-0.9563, -0.6491, 0.2967], [0.5212, -0.6370, -0.2054], [1.3612, -1.2285, 0.7671], [0.4781, 0.9560, -0.2613], [-0.9929, -0.9377, 1.3514], [-1.7003, -1.2119, -0.2770], [0.6481, -1.1128, -1.1821], [2.2828, -1.0494, 0.5336], [-0.2203, 1.7640, -0.9965], [1.2467, 1.5507, 0.2283]],
  "atomic_forces_ev_per_a": [[-1.184, -1.005, 1.349], [-1.367, 0.528, 0.436], [-0.035, -0.035, -0.022], [-0.479, 0.222, -0.672], [0.079, 0.639, -0.273], [-0.554, 1.494, -0.770], [0.051, 0.082, -0.130], [0.173, 0.136, 0.124], [0.025, 0.022, 0.090], [-0.206, -0.077, 0.034], [3.724, -1.819, -0.452], [-0.227, -0.187, 0.286]]
}

[4]
{
  "formula": "C32H41FGeN5O5W",
  "method": "ωB97M-V/def2-TZVPD",
  "homo_lumo_gap_ev": [6.57, 6.57],
  "e_lumo_ev": [-10.14, -10.14],
  "total_charge": 3,
  "spin_multiplicity": 1,
  "symbols": ["W", "C", "C", "C", "C", "C", "C", "C", "F", "C", "C", "C", "O", "C", "C", "N", "C", "C", "O", "O", "H", "H", "H", "H", "H", "H", "H", "H", "H", "H", "H", "C", "C", "N", "O", "C", "C", "N", "O", "H", "H", "H", "H", "H", "H", "H", "C", "C", "C", "C", "Ge", "C", "C", "C", "C", "H", "H", "H", "H", "H", "H", "H", "H", "H", "H", "H", "H", "H", "H", "H", "H", "H", "H", "H", "N", "C", "C", "C", "C", "N", "C", "C", "H", "H", "H", "H"],
  "xyz": [[0.9143, -0.5860, -0.0437], [-0.6331, 6.8840, -0.0658], [-0.2546, 6.2624, -1.4029], [0.7230, 7.0832, -2.2246], [2.0457, 7.2362, -1.4904], [2.5628, 5.8990, -1.0307], [3.8929, 5.7243, -0.7451], [4.3975, 4.4737, -0.3595], [5.6903, 4.3760, -0.0962], [3.6080, 3.3668, -0.2715], [2.2395, 3.5111, -0.5509], [1.3554, 2.4111, -0.4945], [1.7950, 1.1827, -0.1704], [0.0077, 2.6121, -0.7769], [-0.4744, 3.8658, -1.0905], [0.3453, 4.9022, -1.1521], [1.7034, 4.7769, -0.9111], [-0.5557, 1.2556, -0.6384], [-0.6338, 0.7717, 0.5457], [-0.3116, 0.4187, -1.5487], [-1.0352, 7.8817, -0.2375], [0.2275, 6.9722, 0.5975], [-1.3993, 6.2967, 0.4408], [-1.1504, 6.0678, -1.9921], [0.2744, 8.0564, -2.4184], [0.8799, 6.6034, -3.1932], [1.9388, 7.9006, -0.6298], [2.7878, 7.6968, -2.1416], [4.5836, 6.5544, -0.8322], [4.0175, 2.4066, 0.0024], [-1.5203, 4.0512, -1.2942], [5.1965, -2.4396, 0.1622], [3.7412, -2.1291, 0.1030], [3.1173, -1.1604, 0.6681], [3.7176, -0.2646, 1.4731], [2.7540, -3.0556, -0.4973], [2.9253, -4.5256, -0.4145], [1.6568, -2.6521, -1.0671], [1.7415, -1.2864, -1.5372], [5.7822, -1.7217, 0.7329], [5.6019, -2.4661, -0.8516], [5.3570, -3.4237, 0.6052], [4.6783, -0.4193, 1.4943], [3.6165, -4.8099, -1.2183], [1.9816, -5.0298, -0.6132], [3.3686, -4.8523, 0.5260], [-6.3870, -2.8273, 1.4773], [-5.3956, -1.7281, 1.1206], [-4.0463, -2.2910, 0.6746], [-3.0736, -1.1673, 0.2650], [-1.5132, -1.9984, -0.5138], [-1.5234, -2.3395, -2.4207], [-2.5914, -3.3939, -2.7575], [-2.3977, -4.7180, -2.0266], [-3.4464, -5.7539, -2.4054], [-7.3301, -2.4021, 1.8160], [-6.0025, -3.4632, 2.2764], [-6.5996, -3.4621, 0.6158], [-5.2366, -1.0700, 1.9800], [-5.8009, -1.1035, 0.3198], [-4.2092, -2.9882, -0.1550], [-3.6117, -2.8808, 1.4883], [-2.8217, -0.5394, 1.1188], [-3.5240, -0.5361, -0.5051], [-0.8356, -3.0388, 0.4090], [-0.5317, -2.6562, -2.7438], [-1.7517, -1.3910, -2.9091], [-2.5634, -3.5617, -3.8365], [-3.5888, -2.9970, -2.5442], [-2.4346, -4.5516, -0.9379], [-1.3956, -5.1034, -2.2427], [-4.4537, -5.3883, -2.1988], [-3.3065, -6.6808, -1.8517], [-3.3917, -5.9887, -3.4688], [0.3749, -2.5996, 7.1829], [0.4282, -2.3025, 6.0754], [0.4999, -1.9341, 4.6933], [0.7813, -2.8933, 3.7166], [0.8524, -2.5033, 2.4050], [0.6431, -1.2238, 2.0125], [0.3663, -0.3009, 2.9606], [0.2937, -0.6161, 4.2995], [0.9378, -3.9285, 3.9857], [1.0574, -3.2231, 1.6261], [0.1973, 0.7112, 2.6256], [0.0736, 0.1554, 5.0237]],
  "atomic_forces_ev_per_a": [[1.562, 0.390, 0.528], [0.002, -0.015, -0.014], [-0.010, 0.034, 0.005], [0.012, -0.008, 0.003], [-0.002, -0.007, -0.005], [-0.017, 0.046, -0.019], [0.003, -0.003, -0.013], [-0.019, -0.009, -0.004], [0.005, 0.009, -0.002], [0.009, -0.009, 0.006], [0.027, -0.011, 0.000], [-0.042, 0.012, -0.057], [0.096, 0.285, 0.109], [0.025, -0.068, 0.096], [-0.031, 0.016, -0.030], [0.021, -0.039, 0.011], [0.012, -0.023, 0.003], [-0.064, 0.052, 0.103], [-0.122, -0.108, -0.117], [-0.164, -0.114, -0.104], [-0.006, -0.001, 0.002], [-0.002, 0.007, 0.001], [0.004, -0.001, 0.004], [0.004, 0.002, -0.007], [0.000, 0.002, -0.003], [-0.003, -0.005, 0.003], [-0.004, -0.009, 0.008], [0.004, 0.008, 0.009], [0.006, -0.006, 0.005], [0.000, 0.004, 0.003], [0.005, 0.019, 0.000], [-0.031, -0.014, -0.040], [0.106, 0.146, 0.186], [-0.578, -0.084, -0.122], [0.031, 0.119, -0.072], [-0.320, -0.105, -0.325], [0.061, 0.004, 0.210], [0.255, -0.254, -0.393], [-0.631, -0.089, 0.259], [0.005, 0.003, -0.007], [-0.007, -0.007, -0.006], [-0.005, -0.002, -0.003], [0.004, -0.037, 0.022], [0.024, 0.008, 0.016], [-0.001, 0.002, 0.025], [-0.032, -0.009, 0.011], [0.014, 0.002, 0.007], [0.016, 0.002, 0.004], [-0.020, -0.026, 0.011], [0.002, -0.034, -0.024], [-0.119, -0.138, -0.209], [-0.008, 0.011, -0.073], [-0.023, -0.008, 0.016], [0.008, 0.020, -0.030], [-0.011, -0.004, 0.006], [-0.005, -0.010, 0.000], [-0.005, 0.006, 0.007], [0.003, 0.004, -0.003], [-0.004, 0.005, -0.004], [-0.007, -0.006, 0.000], [-0.010, 0.031, -0.016], [0.003, -0.006, -0.005], [0.001, -0.008, 0.013], [0.000, 0.024, 0.026], [0.041, 0.015, -0.009], [-0.003, -0.033, 0.024], [0.048, 0.007, 0.003], [0.000, -0.007, 0.000], [0.005, 0.004, 0.006], [-0.009, -0.011, 0.006], [0.007, 0.003, 0.030], [0.003, 0.002, 0.009], [-0.003, -0.005, -0.008], [0.005, 0.007, -0.001], [0.001, 0.002, -0.004], [-0.005, -0.014, 0.003], [0.002, 0.038, -0.024], [0.006, -0.041, 0.046], [-0.014, 0.044, -0.044], [-0.133, -0.016, -0.042], [0.021, 0.043, -0.029], [0.009, -0.021, 0.011], [0.004, 0.001, -0.005], [0.002, -0.014, 0.007], [-0.007, 0.000, 0.012], [0.000, 0.001, -0.002]]
}